# 1
The following is a DFT calculation (wB97M-V/def2-TZVPD) of C47H38GdGeN9O7PS3 as an isolated structure.

The value obtained for the energy relative to the best compared isomer or geometry (same formula, charge and spin) is 85.1 kcal/mol. As for the multiplicity: 8. Its HOMO energy (alpha / beta) is -8.15 / -9.89 eV. The molecular weight is 1197.9 g mol⁻¹. The calculation puts the total energy at -196232.913 eV. The charge is +1.

Geometry as XYZ:
```
107
Properties=species:S:1:pos:R:3:mulliken_charge:R:1
Gd 0.65 -1.38 -0.51 0.841
N -2.38 -2.66 1.45 0.480
P -2.00 -1.13 0.79 1.070
C -3.51 -0.48 -0.01 0.682
C -3.84 -0.68 -1.36 -0.819
C -4.97 -0.06 -1.88 -0.716
C -5.83 0.65 -1.06 -0.747
C -5.63 0.67 0.30 -0.491
C -4.47 0.17 0.85 -0.455
C -1.86 0.03 2.16 -0.892
C -1.42 -0.40 3.36 -0.866
C -0.80 0.38 4.40 -0.751
C -1.07 1.69 4.69 -1.512
C -2.19 2.46 4.15 0.403
C -1.92 1.50 1.78 -0.181
C -1.75 -3.80 0.96 0.202
C -2.26 -5.00 1.43 -0.971
C -1.89 -6.19 0.83 -0.483
C -0.89 -6.11 -0.14 -1.090
C -0.38 -4.88 -0.48 -0.355
N -0.80 -3.69 0.03 0.564
H -3.31 -2.80 1.83 0.401
H -3.23 -1.30 -2.00 0.399
H -5.25 -0.07 -2.93 0.427
H -6.70 1.16 -1.48 0.409
H -6.33 1.15 0.96 0.470
H -4.31 0.16 1.92 0.427
H -1.29 -1.49 3.45 0.488
H 0.05 -0.08 4.91 0.388
H -0.42 2.13 5.45 0.421
H -2.29 3.43 4.59 0.593
H -2.46 1.48 0.84 1.457
H -3.01 -4.93 2.20 0.524
H -2.36 -7.12 1.13 0.448
H -0.60 -7.02 -0.70 0.389
H 0.39 -4.89 -1.26 0.632
O -1.69 2.05 -1.24 -0.462
S -0.52 1.29 -1.62 1.131
O 0.21 1.95 -2.68 -0.722
O 0.31 1.15 -0.24 -0.457
O -0.71 -0.18 -1.96 -0.150
S 2.36 -0.25 -8.46 0.179
N 1.34 -1.37 -7.89 -0.773
C 1.41 -1.26 -6.57 0.754
C 0.73 -2.06 -5.57 0.520
C -0.05 -3.18 -5.88 -0.879
C -0.70 -3.86 -4.86 -1.225
C -0.50 -3.45 -3.54 -0.366
N 0.33 -2.48 -3.25 0.651
C 0.90 -1.77 -4.22 -0.226
C 1.79 -0.65 -3.80 -0.794
N 1.99 -0.42 -2.45 0.687
C 2.81 0.53 -2.12 -0.119
C 3.51 1.35 -3.01 -1.616
C 3.34 1.12 -4.33 -0.789
C 2.44 0.12 -4.73 0.656
C 2.29 -0.25 -6.13 1.002
N 2.94 0.39 -7.12 -0.702
H -0.09 -3.53 -6.92 0.473
H -1.32 -4.74 -5.00 0.479
H -1.01 -3.99 -2.78 0.725
H 2.87 0.75 -1.07 0.513
H 4.18 2.07 -2.64 0.673
H 3.88 1.70 -5.10 0.500
N 7.77 -1.87 2.45 -0.331
C 7.58 -1.51 1.19 -0.268
S 8.77 -1.30 0.03 -0.283
C 6.16 -1.28 0.84 0.473
C 5.58 -1.95 -0.24 -1.023
C 4.20 -1.84 -0.46 -0.451
N 3.43 -0.97 0.25 0.581
C 4.00 -0.29 1.25 -0.254
C 5.34 -0.43 1.57 -0.657
H 8.69 -2.06 2.79 0.219
H 6.97 -2.05 3.06 0.237
H 6.18 -2.58 -0.88 0.478
H 3.72 -2.40 -1.22 0.559
H 3.42 0.39 1.88 0.361
H 5.76 0.14 2.42 0.447
Ge -0.13 2.08 1.31 0.649
C 0.24 3.86 1.09 0.209
C -0.50 4.71 0.29 0.687
C -0.14 6.04 0.26 -0.941
C 0.98 6.54 0.92 -0.584
C 1.82 5.63 1.62 -0.738
C 1.37 4.32 1.75 -0.526
C -2.73 2.41 2.75 1.872
C -3.51 1.81 3.95 -0.052
C -4.69 2.58 4.37 -1.242
C -4.98 3.80 3.91 -0.838
C -4.29 4.30 2.73 -0.721
C -3.34 3.60 2.12 -1.489
H 0.91 1.32 2.15 -0.518
H -1.32 4.33 -0.32 0.468
H -0.67 6.73 -0.40 0.368
H 1.31 7.55 0.86 0.424
H 2.70 6.06 2.09 0.413
H 1.95 3.65 2.38 0.372
H -3.57 0.72 4.11 0.508
H -5.31 2.16 5.18 0.419
H -5.82 4.39 4.28 0.450
H -4.68 5.22 2.26 0.387
H -3.04 3.75 1.08 0.473
O 2.20 -2.28 3.39 -0.684
N 1.82 -2.38 2.24 0.969
O 2.15 -3.27 1.46 -0.651
O 1.04 -1.55 1.74 -0.228
```

# 2
The following is a DFT calculation (wB97M-V/def2-TZVPD) of C47H38N4O7PSV as an isolated structure.

The value obtained for the energy relative to the best compared isomer or geometry (same formula, charge and spin) is 0.0 kcal/mol. As for the multiplicity: 4. Its HOMO energy (alpha / beta) is -4.21 / -5.49 eV. The molecular weight is 884.8 g mol⁻¹. The calculation puts the total energy at -115465.886 eV. The charge is -1.

Geometry as XYZ:
```
99
Properties=species:S:1:pos:R:3:mulliken_charge:R:1
V 0.56 -0.33 -0.62 1.272
C -0.15 -0.54 5.92 -0.541
C 0.13 0.44 4.98 -0.933
C 0.32 0.09 3.65 0.145
C 0.26 -1.25 3.26 0.136
C -0.03 -2.22 4.21 -0.678
C -0.23 -1.87 5.54 -0.711
P 0.57 -1.62 1.51 2.413
C -0.60 -3.01 1.19 0.041
C -0.19 -4.25 0.71 -0.312
C -1.14 -5.21 0.36 -0.739
C -2.49 -4.94 0.50 -0.752
C -2.90 -3.70 0.99 -0.207
C -1.96 -2.74 1.32 -0.702
C 2.18 -2.46 1.49 -0.040
C 2.85 -2.96 2.58 -0.581
C 4.06 -3.66 2.40 -0.931
C 4.55 -3.89 1.15 -0.924
C 3.88 -3.39 0.00 1.408
C 4.34 -3.65 -1.31 -0.927
C 3.65 -3.15 -2.38 -1.061
C 2.53 -2.31 -2.18 -0.146
C 2.03 -1.98 -0.94 0.191
C 2.71 -2.61 0.17 -0.254
H -0.30 -0.26 6.96 0.379
H 0.17 1.48 5.26 0.458
H 0.49 0.86 2.91 -0.163
H -0.10 -3.26 3.91 0.491
H -0.45 -2.63 6.27 0.389
H 0.86 -4.47 0.58 0.382
H -0.81 -6.17 -0.02 0.435
H -3.23 -5.69 0.23 0.363
H -3.95 -3.48 1.09 0.437
H -2.28 -1.76 1.66 0.381
H 2.44 -2.83 3.57 0.414
H 4.59 -4.04 3.27 0.363
H 5.46 -4.46 1.01 0.381
H 5.23 -4.26 -1.45 0.372
H 3.99 -3.37 -3.39 0.380
H 2.08 -1.87 -3.07 0.260
C 4.79 0.05 -0.71 -1.073
C 4.29 0.85 0.43 1.039
N 4.96 1.13 1.50 -0.922
N 4.13 1.95 2.21 0.171
C 2.97 2.22 1.60 0.158
S 1.70 3.22 2.05 -0.481
N 3.08 1.50 0.45 0.263
N 2.01 1.36 -0.46 -0.675
H 5.74 -0.39 -0.43 0.291
H 4.93 0.68 -1.59 0.401
H 4.09 -0.75 -0.97 0.172
H 4.41 2.32 3.11 0.175
H 1.35 2.11 -0.22 0.041
H 2.34 1.50 -1.41 0.350
O -0.87 -1.61 -1.65 0.025
C -1.31 -1.08 -2.92 2.856
C -0.22 -0.08 -3.46 -0.536
O -0.31 0.32 -4.61 -0.800
O 0.67 0.25 -2.61 -0.451
C -2.63 -0.35 -2.65 -0.684
C -3.39 -0.69 -1.54 0.169
C -4.62 -0.08 -1.32 -0.679
C -5.10 0.87 -2.21 -0.702
C -4.35 1.20 -3.32 -0.986
C -3.12 0.60 -3.54 -0.181
C -1.59 -2.26 -3.85 -0.069
C -1.80 -3.53 -3.30 0.047
C -2.10 -4.61 -4.12 -1.045
C -2.19 -4.45 -5.49 -0.530
C -2.00 -3.19 -6.04 -0.863
C -1.71 -2.10 -5.23 -0.390
H -0.20 -2.28 -1.82 -0.251
H -3.01 -1.41 -0.83 0.137
H -5.18 -0.33 -0.43 0.340
H -6.05 1.35 -2.02 0.426
H -4.70 1.95 -4.02 0.400
H -2.52 0.88 -4.40 0.491
H -1.76 -3.68 -2.23 0.365
H -2.25 -5.59 -3.67 0.454
H -2.42 -5.30 -6.13 0.373
H -2.08 -3.05 -7.11 0.400
H -1.55 -1.13 -5.66 0.459
O -1.90 0.41 1.45 -0.814
C -1.74 1.23 0.54 0.768
O -0.78 1.23 -0.31 -0.567
C -2.76 2.32 0.35 0.175
C -3.79 2.46 1.27 -0.325
C -4.80 3.41 1.10 -1.176
C -4.73 4.19 -0.03 1.132
O -5.58 5.19 -0.44 -0.523
C -5.20 5.42 -1.79 -0.274
O -3.86 4.99 -1.95 -0.526
C -3.69 4.06 -0.94 0.814
C -2.69 3.14 -0.78 -1.088
H -3.79 1.79 2.12 0.452
H -5.61 3.52 1.81 0.415
H -5.28 6.48 -2.02 0.251
H -5.86 4.82 -2.45 0.253
H -1.88 3.02 -1.49 0.460
```